Molecular formula: C6H9N2O2S
Method: DFT, the ωB97M-V functional and the def2-TZVPD basis

Geometry as XYZ:
```
20
Properties=species:S:1:pos:R:3
C 0.4698 -0.9234 0.1112
C 1.6483 -0.3169 0.1131
C -0.8171 0.7951 0.3908
C 1.6113 1.1267 0.0807
C 0.2539 3.0369 0.2482
C -1.0273 -2.7741 0.0513
N 0.3519 1.5785 0.0295
N 0.3377 -2.2827 -0.0262
O -1.7671 0.8023 -0.6172
O 2.6597 1.7901 -0.0426
S 3.3175 -1.0265 -0.1899
H 0.8750 3.5377 -0.6484
H -0.7444 3.2372 0.0009
H 0.5159 3.2339 1.2361
H -1.3722 -3.4492 -0.7517
H -1.2010 -3.3816 0.8859
H -1.8040 -2.1105 0.2500
H 1.1000 -2.8071 0.4513
H -1.2148 0.7196 -1.3862
H 3.9509 -0.1045 0.5441
```

Its LUMO energy is 0.1242 Eh. The net charge is -1. The orbital gap comes out at 6.29 eV. The electronic energy comes out at -892.09713 hartree. The calculation puts the largest force on an atom at 0.0906 Eh/bohr. The value obtained for the HOMO energy is -0.10690 Ha.

In elementary charge units, the Löwdin charges are: number 1, C, carries -0.18; number 2, C, carries -0.55; number 3, C, carries -0.18; number 4, C, carries -0.59; number 5, C, carries -0.05; number 6, C, carries -0.13; number 7, N, carries -0.17; number 8, N, carries -0.08; number 9, O, carries -0.10; number 10, O, carries -0.07; number 11, S, carries 0.68; number 12, H, carries 0.13; number 13, H, carries 0.04; number 14, H, carries 0.06; number 15, H, carries 0.07; number 16, H, carries 0.04; number 17, H, carries 0.05; number 18, H, carries 0.11; number 19, H, carries 0.06; number 20, H, carries -0.16



Molecular formula: C5H6IN
Method: DFT, the ωB97M-V functional and the def2-TZVPD basis

Geometry as XYZ:
```
13
Properties=species:S:1:pos:R:3
C 1.8948 -1.8913 -0.3009
C 2.5924 -0.9164 -0.3768
C -1.4185 0.7868 -0.4896
C 0.7008 1.7614 0.2701
C -1.8674 -0.3906 0.2543
N -0.3988 1.4301 -0.0795
I 3.8600 0.6435 -0.3647
H 1.6385 -2.8442 -0.0135
H -1.9272 1.1348 -1.3676
H 0.8983 2.3903 1.1261
H -2.6508 -0.8751 -0.4343
H -0.9362 -0.9832 0.6440
H -2.3860 -0.2462 1.1323
```

Its LUMO energy is 0.0171 Eh. The orbital gap comes out at 7.93 eV. The electronic energy comes out at -546.35848 hartree. The calculation puts the largest force on an atom at 0.0629 Eh/bohr. The value obtained for the HOMO energy is -0.27433 Ha.

In elementary charge units, the Löwdin charges are: number 1, C, carries -0.04; number 2, C, carries -0.81; number 3, C, carries -0.22; number 4, C, carries -0.01; number 5, C, carries -0.10; number 6, N, carries -0.07; number 7, I, carries 0.86; number 8, H, carries 0.00; number 9, H, carries 0.10; number 10, H, carries 0.04; number 11, H, carries 0.10; number 12, H, carries 0.11; number 13, H, carries 0.03



Molecular formula: C8H14N3O
Method: DFT, the ωB97M-V functional and the def2-TZVPD basis

Geometry as XYZ:
```
26
Properties=species:S:1:pos:R:3
C -1.4792 1.2183 -0.2447
C 0.0985 1.9448 -1.7832
C 0.3872 -1.1505 1.4201
C 0.7542 0.3636 1.4449
C 0.1984 -1.0506 -0.0670
C 0.2479 0.4508 0.0403
C -0.9210 -1.4780 -0.8158
C 2.2898 1.3050 -1.0850
N -1.2783 1.8107 -1.3616
N 0.8778 1.2575 -0.9170
N -2.4971 1.1038 0.5255
O 0.4658 2.3790 -2.8598
H 1.0332 -1.9116 1.9128
H -0.5515 -1.2278 2.0398
H 0.1848 1.0315 2.1537
H 1.7365 0.5976 1.5884
H 1.2063 -1.3438 -0.4920
H -0.9155 -2.5844 -0.8925
H -0.9361 -1.1273 -1.8746
H -1.8480 -1.0021 -0.6233
H 2.4508 1.0611 -2.2431
H 2.8757 2.2597 -0.8426
H 2.6713 0.4508 -0.5805
H -1.9841 2.3451 -1.9165
H -2.5306 0.5892 1.3448
H -3.4226 1.5229 0.2686
```

Its LUMO energy is -0.1232 Eh. The net charge is +1. The orbital gap comes out at 9.93 eV. The electronic energy comes out at -552.43145 hartree. The calculation puts the largest force on an atom at 0.1103 Eh/bohr. The value obtained for the HOMO energy is -0.48803 Ha.

In elementary charge units, the Löwdin charges are: number 1, C, carries -0.16; number 2, C, carries -0.42; number 3, C, carries -0.09; number 4, C, carries -0.07; number 5, C, carries -0.34; number 6, C, carries -0.23; number 7, C, carries -0.06; number 8, C, carries -0.01; number 9, N, carries 0.21; number 10, N, carries -0.05; number 11, N, carries 0.25; number 12, O, carries 0.13; number 13, H, carries 0.13; number 14, H, carries 0.13; number 15, H, carries 0.14; number 16, H, carries 0.09; number 17, H, carries 0.19; number 18, H, carries 0.12; number 19, H, carries 0.12; number 20, H, carries 0.06; number 21, H, carries 0.15; number 22, H, carries 0.14; number 23, H, carries 0.07; number 24, H, carries 0.21; number 25, H, carries 0.11; number 26, H, carries 0.18



Molecular formula: C10H22N4
Method: DFT, the ωB97M-V functional and the def2-TZVPD basis

Geometry as XYZ:
```
36
Properties=species:S:1:pos:R:3
N 3.3272 4.4771 -1.8114
C 3.5334 3.1900 -2.5135
C 3.4970 2.1744 -1.3902
C 3.8031 0.7805 -1.8192
N 2.8804 -0.2133 -1.2739
C 1.5814 -0.4094 -1.8576
C 0.7610 -0.9921 -0.8745
C 0.1579 -1.4672 0.1057
C -0.3227 -2.0606 1.3583
N -1.7918 -2.1786 1.2799
C -2.5568 -0.8680 1.6172
C -3.7444 -1.0485 2.4660
C -4.5270 -2.2407 2.1629
N -5.7849 -1.8447 1.6458
H 3.8726 4.4595 -0.9465
H 2.3717 4.4485 -1.4398
H 2.7275 3.0151 -3.2010
H 4.3999 3.0726 -3.1041
H 2.4539 2.2268 -1.1450
H 4.1636 2.3560 -0.5173
H 3.8626 0.7936 -2.8885
H 4.7943 0.7163 -1.4083
H 3.0822 -0.4575 -0.2898
H 1.0789 0.5554 -2.1498
H 1.7722 -0.9375 -2.7824
H 0.0196 -3.0756 1.5074
H 0.0018 -1.4589 2.1934
H -2.0834 -2.5125 0.3295
H -2.7918 -0.3258 0.6642
H -1.8304 -0.2320 2.2213
H -3.3782 -1.2560 3.4740
H -4.3648 -0.2203 2.6341
H -4.7154 -2.8678 3.0654
H -4.0967 -2.8715 1.3939
H -6.4719 -1.5861 2.4111
H -5.6820 -1.1409 0.8830
```

Its LUMO energy is 0.0288 Eh. The orbital gap comes out at 8.98 eV. The electronic energy comes out at -613.06646 hartree. The calculation puts the largest force on an atom at 0.1226 Eh/bohr. As for the SMILES: NCCCNCC#CCNCCCN. The value obtained for the HOMO energy is -0.30136 Ha.

In elementary charge units, the Löwdin charges are: number 1, N, carries -0.02; number 2, C, carries -0.28; number 3, C, carries -0.25; number 4, C, carries -0.24; number 5, N, carries -0.08; number 6, C, carries -0.27; number 7, C, carries -0.02; number 8, C, carries 0.01; number 9, C, carries -0.24; number 10, N, carries -0.08; number 11, C, carries -0.21; number 12, C, carries -0.26; number 13, C, carries -0.35; number 14, N, carries -0.05; number 15, H, carries 0.06; number 16, H, carries 0.06; number 17, H, carries 0.11; number 18, H, carries 0.09; number 19, H, carries 0.10; number 20, H, carries 0.12; number 21, H, carries 0.11; number 22, H, carries 0.11; number 23, H, carries 0.13; number 24, H, carries 0.13; number 25, H, carries 0.12; number 26, H, carries 0.11; number 27, H, carries 0.11; number 28, H, carries 0.12; number 29, H, carries 0.12; number 30, H, carries 0.12; number 31, H, carries 0.11; number 32, H, carries 0.10; number 33, H, carries 0.13; number 34, H, carries 0.10; number 35, H, carries 0.10; number 36, H, carries 0.09



Question: What is the electronic energy in the second record?
Answer: -546.35848 hartree